ORCA calculation (ωB97M-V with the def2-TZVPD basis set) on a 2-piece molecular cluster, C5H10O2 overall.

The geometry in ORCA input format:
```
! RIJCOSX wB97M-V def2-TZVPD def2/J DEFGRID3
* xyz 0 1
C 2.65 0.26 -0.05
O 1.33 0.48 -0.50
C 0.40 -0.31 0.17
C -0.08 0.10 1.57
C -0.92 0.28 0.38
C -1.95 0.85 -0.22
O -2.13 0.87 -1.57
H 2.96 -0.78 -0.19
H 2.76 0.52 1.02
H 3.30 0.91 -0.64
H 0.49 -1.38 -0.02
H -0.31 -0.70 2.28
H 0.37 0.98 2.01
H -2.76 1.34 0.30
H -1.33 0.52 -1.98
H -2.29 -2.32 -1.20
H -2.48 -1.62 -1.37
*
```

Summary:
relative energy (zero: lowest compared OMol25 entry of this formula, charge and spin): 422.4 kJ/mol
orbital gap: 0.363 Ha
LUMO level: 1.014 eV